DFT (wB97M-V/def2-TZVPD) results for a molecular structure, C52H44N5O2S4SrTe in a non-equilibrium geometry.

The total charge is -1. Its HOMO energy is -5.05 eV. The electronic energy comes out at -4323.9794 a.u. The calculation puts the HOMO-LUMO gap at 7.222 eV.

Cartesian coordinates (Å):
Sr: 0.06926 1.58877 0.33746
S: -2.04064 3.80005 1.04085
C: -3.42184 2.85697 0.98779
N: -3.68890 1.76125 1.65760
C: -4.95482 1.26539 1.42120
C: -5.50361 0.12641 2.01675
C: -6.77189 -0.28449 1.64274
C: -7.50262 0.42192 0.69089
C: -6.98562 1.57222 0.11365
C: -5.71541 1.98730 0.48193
S: -4.80709 3.36864 -0.04900
H: -4.93423 -0.40844 2.76651
H: -7.20209 -1.16423 2.10388
H: -8.48941 0.08265 0.40283
H: -7.55207 2.13428 -0.61764
C: 1.44016 -4.47077 3.47463
C: 2.24615 -4.72961 2.19157
C: 1.28381 -5.08114 1.05170
C: 3.16336 -5.93240 2.43302
C: 3.03637 -3.46770 1.84072
C: 4.43036 -3.49947 1.72975
C: 5.16741 -2.36442 1.45644
C: 4.49707 -1.16480 1.30905
S: 5.16421 0.40123 1.02060
C: 3.52524 1.08854 1.10673
N: 2.59685 0.20930 1.30293
C: 3.09421 -1.08166 1.41784
C: 2.37285 -2.25306 1.66191
C: 3.38192 2.54124 0.97305
C: 4.52391 3.32634 1.20116
C: 4.47412 4.69726 1.05438
C: 3.27402 5.28565 0.67893
C: 2.14878 4.49876 0.47527
C: 2.13930 3.09951 0.60315
H: 1.01560 -5.40495 3.84900
H: 0.61591 -3.78779 3.27431
H: 2.07634 -4.04107 4.25054
H: 0.71335 -5.97671 1.30984
H: 1.83480 -5.27294 0.12811
H: 0.57688 -4.27400 0.88112
H: 2.56157 -6.80494 2.69154
H: 3.85411 -5.74329 3.25694
H: 3.73838 -6.17676 1.53831
H: 4.97033 -4.42688 1.85028
H: 6.24531 -2.40770 1.36849
H: 1.29205 -2.18952 1.71039
H: 5.45241 2.85452 1.50407
H: 5.36138 5.29476 1.22403
H: 3.22328 6.36089 0.54304
H: 1.22450 4.99958 0.19546
C: 0.29470 -0.58608 4.06642
Te: -1.31433 0.22438 2.85597
C: -1.05498 1.89153 4.19477
C: -0.53502 1.30041 5.47009
C: -0.70290 1.91823 6.70439
C: -0.17735 1.35237 7.85668
C: 0.52554 0.15850 7.78314
C: 0.68733 -0.47121 6.55820
C: 0.15760 0.08816 5.40022
H: 1.26276 -0.35848 3.61470
H: 0.21546 -1.66673 4.17143
H: -1.99841 2.41677 4.33001
H: -0.33267 2.59793 3.78031
H: -1.25239 2.85071 6.76150
H: -0.31758 1.84284 8.81218
H: 0.94419 -0.28362 8.67904
H: 1.22819 -1.40881 6.49475
O: 0.54773 -0.21331 -1.05816
C: 0.12527 0.39303 -2.05377
N: 0.45248 0.05758 -3.34855
C: -0.04412 1.07612 -4.26092
C: -0.89068 1.94615 -3.24488
O: -1.55614 2.89847 -3.58342
N: -0.71858 1.44165 -2.00243
C: 1.10273 1.91221 -4.82042
C: 1.49963 1.80914 -6.15062
C: 2.57224 2.54880 -6.62710
C: 3.26689 3.39528 -5.77820
C: 2.88584 3.49377 -4.44786
C: 1.81799 2.75314 -3.96938
C: -0.94619 0.52090 -5.34330
C: -1.67998 1.40014 -6.13924
C: -2.51010 0.91838 -7.13805
C: -2.60264 -0.44743 -7.37003
C: -1.87428 -1.32669 -6.58532
C: -1.05002 -0.84433 -5.57773
H: 1.31051 -0.43726 -3.53079
H: 0.97081 1.14327 -6.81870
H: 2.87240 2.45251 -7.66297
H: 4.10797 3.96742 -6.14811
H: 3.42563 4.14701 -3.77451
H: 1.53619 2.83479 -2.92481
H: -1.60990 2.46145 -5.94809
H: -3.07851 1.61246 -7.74387
H: -3.24673 -0.82709 -8.15304
H: -1.94666 -2.39328 -6.75998
H: -0.47872 -1.53410 -4.97225
S: -1.49620 -2.63738 1.51034
C: -1.92944 -2.18807 -0.04469
N: -2.74261 -1.11062 -0.24059
C: -3.25276 -0.74906 -1.43893
C: -2.98150 -1.48383 -2.54815
C: -2.10378 -2.58300 -2.42076
C: -1.57394 -2.91622 -1.20863
H: -3.01303 -0.59114 0.58583
H: -3.87460 0.13553 -1.45875
H: -3.39920 -1.21493 -3.50642
H: -1.86152 -3.17105 -3.29604
H: -0.87800 -3.73203 -1.08628